Record 1
Density functional theory data (the ωB97M-V functional and the def2-TZVPD basis) for C6H11NO in the gas phase at a distorted geometry.

Cartesian coordinates (Å):
C (2.0970, -0.9238, -1.5362)
C (1.6931, -0.0274, -0.6423)
O (1.6538, 1.3389, -0.9966)
C (1.2798, -0.3376, 0.7659)
C (-0.1731, -0.7187, 0.5836)
C (-1.2003, 0.1441, 0.4893)
C (-2.6251, -0.3255, 0.4904)
N (-1.0317, 1.5150, 0.3749)
H (2.3178, -0.6433, -2.5502)
H (2.1655, -1.9667, -1.2851)
H (2.0144, 1.8744, -0.2784)
H (1.8360, -1.1888, 1.1559)
H (1.3836, 0.5399, 1.4104)
H (-0.3921, -1.7738, 0.6078)
H (-3.0873, -0.1301, -0.4782)
H (-3.1972, 0.2057, 1.2506)
H (-2.6896, -1.3894, 0.6964)
H (-0.1920, 1.7942, -0.1229)
H (-1.8527, 2.0127, 0.0649)

Cartesian forces (eV/Å) of the 6 atoms listed first:
C -0.23 0.42 0.05
C 1.76 0.70 -0.15
O -0.26 -0.69 -0.07
C -0.84 -0.04 -1.07
C -0.66 0.25 1.24
C 0.32 -0.74 -0.16

Computed properties:
* orbital gap: 8.48 eV
* highest occupied orbital energy: -7.63 eV
* ΔE to the lowest compared entry with this formula, charge and spin: 37.2 kcal/mol
* DFT total energy: -9936.8409 eV
* max |F|: 0.0369 hartree/bohr
* structure (SMILES): C=C(O)C/C=C(/C)N

Just the Mulliken charges please, in e? Sure, here they are: atom 1 (C): -0.95, atom 2 (C): 0.65, atom 3 (O): -0.64, atom 4 (C): -0.98, atom 5 (C): -0.41, atom 6 (C): 0.84, atom 7 (C): -1.44, atom 8 (N): -0.52, atom 9 (H): 0.29, atom 10 (H): 0.27, atom 11 (H): 0.39, atom 12 (H): 0.35, atom 13 (H): 0.31, atom 14 (H): 0.26, atom 15 (H): 0.33, atom 16 (H): 0.37, atom 17 (H): 0.33, atom 18 (H): 0.29, atom 19 (H): 0.27

Record 2
Density functional theory data (the ωB97M-V functional and the def2-TZVPD basis) for C6H11NO as an isolated structure at a distorted geometry.

Cartesian coordinates (Å):
C (-0.2280, -1.5121, -1.1259)
C (-0.1824, -0.1119, -0.5600)
C (0.0364, 0.1610, 0.8205)
C (-0.0538, -0.7932, 1.8112)
C (0.1117, 1.7026, 0.7706)
C (0.2391, 1.0195, -1.5454)
H (-1.6496, -2.0428, -0.9028)
H (0.4741, -2.2715, -0.4444)
H (0.0325, -1.4904, -2.3996)
H (1.0006, -0.9661, 2.5079)
H (-0.7075, -0.4553, 2.7726)
H (-1.1547, -2.0589, 0.5636)
H (1.1204, 1.9075, 1.3967)
H (-0.7755, 2.3635, 0.8511)
H (1.1692, 2.8917, -0.4603)
H (1.3022, 0.6747, -2.1187)
H (-0.5887, 0.9942, -2.6974)
N (0.3407, 2.1005, -0.5816)
O (-0.4868, -2.1129, 1.3420)

Cartesian forces (eV/Å) of the 6 atoms listed first:
C -1.02 -2.23 -1.46
C 2.21 -0.93 1.47
C -2.02 3.45 -8.21
C 0.15 -3.37 6.70
C 2.16 -0.30 2.23
C 0.75 -1.87 -1.87

Computed properties:
* orbital gap: 8.67 eV
* highest occupied orbital energy: -8.10 eV
* ΔE to the lowest compared entry with this formula, charge and spin: 201.3 kcal/mol
* DFT total energy: -9929.7269 eV
* max |F|: 0.1777 hartree/bohr

Just the Mulliken charges please, in e? Sure, here they are: atom 1 (C): -1.41, atom 2 (C): 0.82, atom 3 (C): 0.18, atom 4 (C): -0.38, atom 5 (C): -0.51, atom 6 (C): -0.58, atom 7 (H): 0.25, atom 8 (H): 0.43, atom 9 (H): 0.27, atom 10 (H): 0.21, atom 11 (H): 0.20, atom 12 (H): 0.20, atom 13 (H): 0.23, atom 14 (H): 0.26, atom 15 (H): 0.30, atom 16 (H): 0.21, atom 17 (H): 0.21, atom 18 (N): -0.34, atom 19 (O): -0.55